A cluster of 8 separate species, C22H58ClFNO13PS in total in a non-equilibrium geometry. Source: the OMol25 dataset; level of theory: ωB97M-V/def2-TZVPD.

```
98
Properties=species:S:1:pos:R:3:forces:R:3:lowdin_charge:R:1
C 2.55961 -2.59646 2.00265 0.19 0.68 -0.60 -0.078
C 2.60347 -3.02920 0.51743 -0.29 -0.73 0.93 -0.149
C 1.21985 -3.24848 -0.08910 0.22 0.77 -0.35 -0.272
F 0.32334 -3.67639 0.86081 -0.11 -0.48 0.36 0.012
C 0.62548 -1.96820 -0.76262 0.01 -1.08 -0.18 -0.228
C 0.03057 -2.41355 -2.09631 0.58 -0.51 -0.20 -0.097
O -0.20405 -1.34700 -3.02340 -0.58 0.06 0.92 -0.042
C 0.90270 -0.96865 -3.70780 -1.33 2.98 1.79 -0.555
C 1.31724 0.46236 -3.49328 -0.29 0.22 -0.05 0.044
O 1.47152 -1.66828 -4.43399 1.92 -2.67 -2.27 0.172
O -0.29540 -1.44250 0.17237 0.26 0.51 -0.85 -0.124
C -0.74035 -0.12010 -0.04904 -0.48 0.65 1.38 -0.308
C 0.01453 0.86804 0.86058 0.58 -1.00 -0.84 -0.107
C 1.53805 0.72560 0.73169 0.28 1.42 0.77 -0.161
C 2.20465 2.09540 1.08737 0.07 -0.76 -1.30 -0.193
C 2.56539 2.79844 -0.23262 0.06 0.01 0.87 -0.220
C 3.44620 4.04093 -0.07626 -0.23 -0.50 -1.46 -0.280
N 3.72393 4.64270 -1.40312 -0.37 0.33 0.39 -0.021
C -2.27365 -0.06252 0.40590 0.30 -0.67 0.14 -0.762
Cl -2.49103 -1.34142 1.69593 -0.23 0.27 -0.04 0.807
O -2.61358 1.12305 1.03717 -0.30 -0.05 -0.36 -0.220
C -3.03483 2.17893 0.17518 -0.02 0.85 0.10 -0.094
P -3.44213 -0.58761 -0.96068 -0.42 -0.44 -1.63 0.236
O -4.99849 -0.44734 -0.42135 1.74 0.04 0.54 -0.205
O -3.22533 -2.17464 -1.12773 -0.57 0.32 0.79 -0.220
S -3.10342 0.19993 -2.67164 -0.17 0.30 0.28 0.426
H 2.88380 -3.40181 2.64883 -0.08 -0.15 0.16 0.071
H 1.56381 -2.27377 2.29340 -0.08 -0.05 0.06 0.065
H 3.22744 -1.74983 2.15476 0.03 -0.02 0.18 0.051
H 3.19066 -2.35683 -0.10185 -0.04 0.12 -0.08 0.112
H 3.10053 -3.99693 0.50339 0.21 -0.05 -0.23 0.106
H 1.29417 -4.05270 -0.81680 -0.08 -0.02 -0.23 0.144
H 1.46621 -1.30735 -0.98350 -0.14 0.25 0.18 0.133
H 0.76733 -3.07846 -2.55435 0.07 -0.02 -0.04 0.125
H -0.84720 -3.03026 -1.94312 -0.50 0.36 -0.10 0.140
H 1.07584 0.82080 -2.49649 0.14 -0.03 0.11 0.059
H 0.79132 1.11478 -4.18855 -0.18 -0.05 -0.12 0.100
H 2.37282 0.54471 -3.72812 0.12 0.05 0.15 0.094
H -0.62902 0.22913 -1.07396 -0.26 -0.37 -0.27 0.117
H -0.25011 0.66323 1.89232 -0.21 0.30 0.17 0.104
H -0.25937 1.87646 0.55555 -0.17 0.12 0.24 0.118
H 1.94505 0.01746 1.44293 -0.22 -0.48 -0.13 0.083
H 1.87295 0.49025 -0.27604 -0.15 -0.25 -0.06 0.082
H 1.50853 2.68324 1.67892 0.13 0.21 0.25 0.112
H 3.12244 1.93679 1.63836 -0.03 0.04 0.30 0.089
H 1.64810 3.00746 -0.79475 0.01 0.26 -0.07 0.110
H 3.13449 2.08464 -0.83506 0.02 -0.06 -0.10 0.105
H 2.96652 4.77263 0.56706 0.19 0.17 0.13 0.107
H 4.41817 3.74182 0.30017 -0.03 0.05 0.59 0.106
H 3.98942 3.90194 -2.04295 0.10 0.01 0.00 0.053
H 2.84796 5.00682 -1.76573 0.09 0.07 -0.12 0.054
H -2.99567 3.09989 0.74995 0.11 -0.07 0.30 0.100
H -2.38772 2.31901 -0.68614 0.07 -0.23 -0.13 0.076
H -4.06803 2.07325 -0.15067 -0.03 -0.31 -0.16 0.082
H -4.94695 -0.31920 0.54493 -0.42 -0.05 -0.10 0.077
H -3.73560 -2.63306 -0.43663 0.35 -0.22 -0.15 0.074
C 0.00566 -4.28472 -6.55512 0.04 0.18 0.31 -0.160
O 0.78259 -4.16779 -5.37209 -0.26 -0.36 -0.06 -0.140
H 0.35508 -5.15391 -7.10813 0.03 0.00 0.03 0.074
H -1.05188 -4.41995 -6.31008 -0.04 -0.03 -0.16 0.074
H 0.12377 -3.39353 -7.17873 -0.08 -0.06 -0.11 0.077
H 0.46699 -3.39247 -4.89337 0.35 0.02 -0.15 0.026
C 3.95946 3.02087 4.42448 0.11 0.70 0.04 -0.149
O 3.98642 3.67306 3.15783 0.09 0.05 0.05 -0.128
H 4.32487 2.01235 4.28973 0.07 0.00 -0.08 0.060
H 4.60609 3.54634 5.13548 -0.02 -0.06 0.05 0.080
H 2.93926 2.98776 4.80640 0.04 -0.15 0.14 0.076
H 3.66230 4.57107 3.28220 0.07 -0.08 -0.04 0.080
C -5.39027 1.99192 -5.74305 0.22 -0.03 0.19 -0.159
O -4.04007 2.44358 -5.67089 -0.02 0.02 -0.04 -0.142
H -5.85133 2.44816 -6.61601 0.07 0.03 -0.02 0.074
H -5.42470 0.90499 -5.84718 -0.15 0.00 0.00 0.076
H -5.94273 2.28967 -4.84908 -0.12 -0.08 -0.04 0.074
H -3.64504 2.03271 -4.89517 -0.01 0.03 -0.02 0.014
C 5.75771 -2.19367 3.51017 -0.05 0.02 0.22 -0.145
O 5.00370 -1.12302 4.07672 -0.09 0.06 0.20 -0.139
H 5.78503 -2.05417 2.43295 -0.04 0.06 0.01 0.080
H 6.77804 -2.18587 3.89892 0.03 -0.07 -0.09 0.080
H 5.28600 -3.15266 3.73553 0.07 -0.05 -0.09 0.077
H 4.98955 -1.25868 5.03072 0.08 0.02 -0.09 0.084
C -2.53108 0.32541 5.65226 -0.03 -0.12 -0.32 -0.155
O -3.09911 -0.75102 4.91991 0.02 -0.01 0.01 -0.144
H -2.98702 0.34111 6.63942 -0.03 -0.04 -0.02 0.078
H -1.45340 0.18739 5.76143 0.07 0.12 0.10 0.059
H -2.73048 1.27787 5.15204 0.07 0.07 0.11 0.078
H -2.69421 -0.76125 4.04322 -0.12 0.04 0.15 -0.022
C -8.49959 -0.26986 -2.04303 0.37 -0.06 0.05 -0.161
O -7.28007 0.16907 -2.62542 -0.12 0.02 -0.05 -0.136
H -9.32083 0.19610 -2.58228 0.03 0.02 -0.03 0.076
H -8.59217 -1.35679 -2.12045 -0.15 0.00 0.05 0.076
H -8.54971 0.02508 -0.99067 -0.15 -0.04 0.01 0.073
H -6.56035 -0.24385 -2.13763 0.07 0.11 -0.04 0.030
C 1.24312 0.24402 4.47034 0.29 -0.12 0.00 -0.138
O 2.46268 0.66308 3.87513 -0.31 -0.31 0.12 -0.152
H 0.43191 0.80452 4.00969 0.02 0.04 0.00 0.067
H 1.07886 -0.82538 4.30275 -0.15 0.02 0.06 0.080
H 1.25062 0.44739 5.54581 -0.16 -0.03 0.01 0.080
H 3.17222 0.15788 4.29127 0.04 -0.05 -0.35 0.049
```
Positions in Å, forces in eV/Å.

Calculated values
**Total energy**: -87223.6056 eV
**F_max**: 4.00 eV/A
**SMILES string**: CC[C@@H](F)[C@@H](COC(C)=O)O[C@H](CCCCCN)[C@@](Cl)(OC)P(O)(O)=S.CO.CO.CO.CO.CO.CO.CO
**E_HOMO**: -9.097 eV